No. 1
Density functional theory data (the ωB97M-V functional and the def2-TZVPD basis) for a molecular structure, C20H28InN2O3PS2Te in a non-equilibrium geometry.

Calculated values
- total charge = 0
- HOMO (eV) = -7.7
- E (eV) = -73746.714
- lowest unoccupied orbital energy (eV) = 0.398

Last column: Mulliken charge in e.
Atoms and positions in Å:
1 In 0.22 0.22 0.07  1.350
2 C -2.35 0.95 2.26  -1.431
3 N -2.08 1.02 0.84  0.442
4 C -2.11 2.43 0.42  -0.949
5 C -0.86 3.25 0.77  -1.282
6 N 0.31 2.76 -0.01  0.745
7 C 0.16 3.29 -1.40  -1.184
8 C 1.61 2.98 0.53  0.405
9 C 2.37 4.15 0.18  -0.375
10 C 3.64 4.32 0.70  -0.744
11 C 4.18 3.32 1.53  -0.536
12 C 3.41 2.27 1.98  -0.957
13 C 2.13 2.07 1.48  0.675
14 S 1.32 0.69 2.23  -0.423
15 C -3.08 0.35 0.03  -0.461
16 C -4.37 0.18 0.53  -0.087
17 C -5.36 -0.55 -0.08  -1.135
18 C -5.03 -0.98 -1.36  -0.410
19 C -3.79 -0.83 -1.94  -0.913
20 C -2.77 -0.18 -1.24  1.132
21 S -1.27 0.16 -2.00  -0.360
22 H -3.23 1.58 2.55  0.447
23 H -1.50 1.30 2.83  0.308
24 H -2.54 -0.08 2.54  0.453
25 H -2.95 2.85 1.02  0.440
26 H -2.45 2.51 -0.61  0.757
27 H -0.51 2.98 1.75  0.507
28 H -1.00 4.28 0.74  0.436
29 H 0.29 4.41 -1.48  0.327
30 H -0.85 3.06 -1.85  0.308
31 H 0.82 2.79 -2.10  0.351
32 H 2.02 4.91 -0.58  0.126
33 H 4.32 5.16 0.46  0.349
34 H 5.24 3.44 1.83  0.330
35 H 3.81 1.44 2.56  0.373
36 H -4.56 0.52 1.55  0.257
37 H -6.29 -0.70 0.41  0.470
38 H -5.77 -1.58 -1.86  0.345
39 H -3.61 -1.23 -2.93  0.439
40 C 4.46 -3.38 1.52  -1.209
41 C 3.59 -3.73 0.36  -0.135
42 O 2.16 -3.44 0.64  -0.393
43 P 1.31 -2.65 -0.46  0.840
44 O 0.11 -2.06 0.25  -0.619
45 Te 2.60 -0.82 -1.44  -0.321
46 O 0.92 -3.85 -1.39  -0.354
47 C -0.28 -3.76 -2.20  0.069
48 C -0.68 -5.17 -2.45  -1.159
49 H 5.42 -3.80 1.26  0.379
50 H 4.08 -3.80 2.42  0.338
51 H 4.55 -2.30 1.73  0.207
52 H 3.62 -4.82 0.16  0.256
53 H 3.95 -3.15 -0.52  0.267
54 H -0.10 -3.15 -3.05  0.370
55 H -1.00 -3.10 -1.59  0.021
56 H 0.09 -5.71 -3.04  0.284
57 H -1.59 -5.12 -3.11  0.352
58 H -0.76 -5.69 -1.44  0.282



No. 2
Density functional theory data (the ωB97M-V functional and the def2-TZVPD basis) for a molecular structure, C20H28LaNO2 in a non-equilibrium geometry.

Calculated values
- total charge = 0
- HOMO (spin up / spin down) (eV) = -4.0 / -3.4
- E (eV) = -27632.727
- energy relative to the best compared isomer or geometry (same formula, charge and spin) (kcal/mol) = 25.6
- lowest unoccupied orbital energy (spin up / spin down) (eV) = 0.088 / 0.168

Last column: Mulliken charge in e.
Atoms and positions in Å:
1 O 0.24 1.88 -0.98  -0.318
2 C 1.09 2.78 -1.76  -0.478
3 C -0.11 3.43 -2.44  -0.826
4 H 1.76 2.22 -2.43  0.255
5 H 1.66 3.42 -1.07  0.238
6 C -0.95 2.61 -1.42  1.496
7 H -0.26 3.13 -3.48  0.288
8 H -0.18 4.51 -2.32  0.332
9 C -2.04 1.72 -2.01  -1.361
10 H -1.64 0.94 -2.67  0.337
11 H -2.74 2.32 -2.60  0.428
12 H -2.64 1.26 -1.21  0.136
13 C -1.46 3.44 -0.24  -1.497
14 H -0.66 4.09 0.13  0.393
15 H -1.78 2.78 0.58  0.176
16 H -2.31 4.05 -0.56  0.421
17 La 0.47 -0.87 0.89  0.855
18 C 1.27 0.65 3.06  -0.654
19 C 2.02 -0.57 3.01  -0.560
20 C 2.94 -0.47 1.92  -0.812
21 H 1.91 -1.41 3.69  0.451
22 C 2.74 0.80 1.28  -0.599
23 C 1.71 1.48 1.99  -0.314
24 H 1.38 2.51 1.79  0.427
25 H 0.53 0.92 3.81  0.528
26 H 3.69 -1.22 1.64  0.518
27 H 3.34 1.23 0.48  0.472
28 C -1.17 -1.45 3.25  0.846
29 C -1.80 -0.27 2.77  -0.690
30 C -2.23 -0.51 1.43  -0.440
31 H -2.04 0.60 3.37  0.431
32 C -1.90 -1.88 1.11  -0.847
33 C -1.18 -2.43 2.21  -1.116
34 H -0.72 -3.43 2.27  0.547
35 H -0.55 -1.99 6.74  0.219
36 H -2.81 0.16 0.82  0.605
37 H -2.16 -2.37 0.16  0.590
38 O 0.45 -1.91 -1.12  -0.143
39 C -0.29 -1.31 -2.27  0.726
40 C 0.26 -1.97 -3.53  -0.680
41 H -0.07 -0.24 -2.28  -0.724
42 H -1.36 -1.51 -2.12  0.416
43 C 1.23 -3.08 -3.10  -0.556
44 H 0.80 -1.21 -4.10  0.268
45 H -0.58 -2.32 -4.14  0.359
46 C 1.24 -3.12 -1.57  -0.477
47 H 2.25 -2.88 -3.45  0.270
48 H 0.90 -4.03 -3.53  0.276
49 H 2.23 -3.02 -1.11  0.280
50 H 0.74 -4.02 -1.21  0.239
51 N -0.57 -1.82 5.74  -0.291
52 C -0.68 -1.62 4.59  -0.436



No. 3
Density functional theory data (the ωB97M-V functional and the def2-TZVPD basis) for a molecular structure, C20H28LaNO2S in a non-equilibrium geometry.

Calculated values
- total charge = 0
- HOMO (eV) = -5.4
- E (eV) = -38467.138
- energy relative to the best compared isomer or geometry (same formula, charge and spin) (kcal/mol) = 99.0
- lowest unoccupied orbital energy (eV) = -0.668

Last column: Mulliken charge in e.
Atoms and positions in Å:
1 O -0.17 0.01 0.39  0.032
2 C 0.95 -0.51 -0.53  -0.686
3 C 0.46 0.42 -1.64  -0.355
4 H 0.75 -1.60 -0.60  0.243
5 H 1.92 -0.27 -0.04  0.401
6 C -0.73 0.84 -0.73  1.173
7 H 0.11 -0.15 -2.52  0.028
8 H 1.15 1.27 -1.77  0.428
9 C -2.09 0.19 -0.97  -1.371
10 H -1.98 -0.90 -0.94  0.342
11 H -2.41 0.54 -1.95  0.470
12 H -2.81 0.49 -0.19  0.253
13 C -0.83 2.31 -0.24  -1.474
14 H 0.17 2.73 -0.08  0.325
15 H -1.42 2.42 0.69  0.142
16 H -1.35 2.84 -1.04  0.478
17 La 0.18 -0.33 2.54  1.211
18 C 1.06 1.73 4.36  -0.450
19 C 2.16 0.76 4.27  -0.579
20 C 2.57 0.68 2.90  -1.061
21 H 2.42 -0.10 4.91  0.602
22 C 1.84 1.70 2.18  -0.362
23 C 0.86 2.29 3.08  -0.663
24 H 0.16 3.12 2.84  0.403
25 H 0.46 2.09 5.20  0.505
26 H 3.18 -0.16 2.44  0.529
27 H 1.99 1.98 1.12  0.561
28 C -1.73 -0.52 4.73  0.035
29 C -2.09 0.73 3.97  -1.101
30 C -2.50 0.38 2.66  -0.224
31 H -2.00 1.74 4.42  0.377
32 C -2.35 -1.08 2.50  -0.434
33 C -1.80 -1.60 3.71  -1.437
34 H -1.34 -2.59 3.92  0.519
35 H -1.97 -0.73 5.74  0.717
36 H -2.83 1.09 1.87  0.554
37 H -2.40 -1.63 1.52  0.451
38 O 0.71 -1.65 -4.58  -0.358
39 C 0.24 -0.56 -5.41  -0.389
40 C 0.42 -0.95 -6.89  -0.600
41 H 0.86 0.33 -5.21  0.267
42 H -0.79 -0.32 -5.14  0.302
43 C 1.62 -1.91 -6.82  -0.523
44 H 0.57 -0.09 -7.56  0.340
45 H -0.46 -1.52 -7.22  0.280
46 C 1.39 -2.59 -5.45  -0.487
47 H 2.54 -1.31 -6.78  0.263
48 H 1.68 -2.61 -7.67  0.333
49 H 2.33 -2.92 -4.98  0.283
50 H 0.78 -3.49 -5.62  0.271
51 S 0.34 -0.73 5.39  -0.335
52 C 0.14 0.08 7.00  0.398
53 N 0.03 0.07 8.20  -0.624



No. 4
Density functional theory data (the ωB97M-V functional and the def2-TZVPD basis) for C20H28N2O2S in the gas phase in a non-equilibrium geometry.

Calculated values
- total charge = 0
- HOMO (eV) = -7.7
- SMILES = Cc1ccc(-c2nc(CN(CC3CCC3)C[C@H]3CCCO3)c(C)o2)s1
- E (eV) = -39103.643
- energy relative to the best compared isomer or geometry (same formula, charge and spin) (kcal/mol) = 22.3
- lowest unoccupied orbital energy (eV) = 0.532

Last column: Mulliken charge in e.
Atoms and positions in Å:
1 C 5.13 -0.86 -5.61  -1.227
2 C 4.14 -0.66 -4.52  0.577
3 C 4.30 0.00 -3.34  -0.508
4 C 3.15 0.00 -2.53  -0.532
5 C 2.11 -0.67 -3.10  0.198
6 C 0.80 -0.86 -2.56  0.152
7 N 0.38 -0.41 -1.41  -0.230
8 C -0.92 -0.82 -1.32  1.029
9 C -1.80 -0.51 -0.13  -1.336
10 N -1.19 0.29 0.91  0.797
11 C -0.89 1.65 0.46  -1.630
12 C -0.70 2.61 1.63  0.679
13 C -0.79 4.09 1.22  -0.943
14 C -2.16 4.19 1.92  -0.525
15 C -1.96 2.78 2.50  -0.949
16 C -0.09 -0.37 1.58  -1.550
17 C -0.31 -0.43 3.11  0.560
18 C -1.60 -1.15 3.48  -0.695
19 C -1.17 -2.61 3.47  -0.624
20 C 0.33 -2.54 3.82  -0.646
21 O 0.72 -1.17 3.74  -0.552
22 C -1.24 -1.52 -2.45  0.131
23 C -2.48 -2.19 -2.90  -1.542
24 O -0.14 -1.55 -3.24  -0.382
25 S 2.53 -1.31 -4.66  -0.185
26 H 6.07 -0.39 -5.35  0.329
27 H 5.30 -1.92 -5.78  0.307
28 H 4.77 -0.43 -6.54  0.307
29 H 5.23 0.47 -3.06  0.384
30 H 3.08 0.46 -1.56  0.528
31 H -2.13 -1.45 0.31  0.380
32 H -2.69 0.01 -0.49  0.457
33 H 0.00 1.67 -0.18  0.263
34 H -1.74 1.99 -0.13  0.499
35 H 0.21 2.35 2.18  0.709
36 H -0.79 4.27 0.15  0.272
37 H -0.03 4.71 1.69  0.324
38 H -2.99 4.25 1.22  0.251
39 H -2.26 4.99 2.65  0.315
40 H -1.75 2.79 3.57  0.241
41 H -2.75 2.06 2.30  0.262
42 H 0.01 -1.39 1.22  0.525
43 H 0.87 0.13 1.38  0.292
44 H -0.26 0.58 3.53  0.263
45 H -2.39 -0.93 2.76  0.294
46 H -1.92 -0.85 4.47  0.414
47 H -1.72 -3.21 4.20  0.432
48 H -1.31 -3.06 2.49  0.183
49 H 0.54 -2.88 4.84  0.371
50 H 0.93 -3.14 3.12  0.295
51 H -2.23 -3.06 -3.50  0.395
52 H -3.09 -1.52 -3.51  0.296
53 H -3.08 -2.50 -2.04  0.346